Record 1
DFT (ωB97M-V/def2-TZVPD) results for a structure of composition C4H8O2P in a non-equilibrium geometry.

The geometry in ORCA input format:
```
! RIJCOSX wB97M-V def2-TZVPD def2/J DEFGRID3
* xyz -1 1
C 0.02 -0.51 -1.95
C -2.11 0.23 1.06
C 2.32 0.18 -0.33
C -0.62 0.28 1.07
O 0.99 -1.00 -2.54
O -1.19 -0.69 -1.91
P 0.62 0.98 -0.74
H -2.51 -0.56 1.80
H -2.62 1.31 1.24
H -2.48 0.00 -0.01
H 2.78 -0.40 -1.12
H 2.03 -0.55 0.38
H 3.19 0.79 0.13
H -0.24 -0.82 0.94
H -0.18 0.75 1.99
*
```

The calculation puts the total energy at -17661.242 eV. The calculation puts the LUMO energy at 0.1549 Eh. For the largest force on an atom, the calculation gives 3.74 eV/A. The frontier orbital gap is 7.63 eV.

natural (NBO) atomic charges, in units of e: 0.658 -0.663 -0.931 -0.581 -0.754 -0.757 0.380 0.194 0.176 0.259 0.250 0.205 0.188 0.194 0.182

---

Record 2
DFT (ωB97M-V/def2-TZVPD) results for a structure of composition C13H14N2W in a non-equilibrium geometry.

The geometry in ORCA input format:
```
! RIJCOSX wB97M-V def2-TZVPD def2/J DEFGRID3
* xyz 2 3
W 0.21 0.16 -0.90
C 0.72 -0.02 -2.88
H 1.61 0.62 -3.01
H 0.84 -1.04 -3.26
H -0.14 0.44 -3.39
H -1.21 1.24 -0.47
H -1.51 0.39 -0.38
C 0.04 2.40 4.56
C -0.34 2.92 3.31
C -0.15 2.17 2.15
C 0.41 0.90 2.29
C 0.79 0.35 3.52
C 0.60 1.12 4.67
N 0.51 0.04 1.18
N 1.05 -1.12 1.54
C 0.84 -2.15 0.67
C 1.20 -3.44 1.11
C 1.06 -4.50 0.22
C 0.53 -4.30 -1.06
C 0.08 -3.03 -1.48
C 0.23 -1.93 -0.61
H -0.10 3.04 5.43
H -0.76 3.92 3.27
H -0.42 2.54 1.15
H 1.22 -0.65 3.57
H 0.90 0.72 5.64
H 1.56 -3.52 2.14
H 1.39 -5.49 0.54
H 0.43 -5.13 -1.76
H -0.36 -2.87 -2.47
*
```

The calculation puts the total energy at -18488.919 eV. The calculation puts the LUMO energy (spin up / spin down) at -0.4006 / -0.3951 Eh. For the largest force on an atom, the calculation gives 3.15 eV/A. The frontier orbital gap (spin up / spin down) is 4.52 / 4.89 eV. The expectation value of S² is 2.37.

natural (NBO) atomic charges, in units of e: 1.551 -1.041 0.276 0.294 0.299 0.081 0.150 -0.105 -0.184 -0.218 0.159 -0.197 -0.169 -0.344 -0.089 0.060 -0.119 -0.109 -0.141 -0.141 -0.307 0.255 0.256 0.201 0.266 0.257 0.270 0.268 0.268 0.250